Record 1
Formula: C28H38N3O2
Source: the OMol25 dataset
Level of theory: ωB97M-V with the def2-TZVPD basis set

HOMO: -11.0 eV
Total charge: +1
Kohn-Sham gap: 6.354 eV
Spin multiplicity: 1

Each line ends with the Mulliken charge.
Geometry (Å):
C 3.02 5.13 0.65  -0.9913
N 2.70 3.73 0.46  0.2632
C 3.69 2.82 0.18  0.3364
O 4.88 3.06 0.06  -0.6623
C 3.02 1.46 0.07  -0.0232
C 3.58 0.48 1.11  -0.6878
C 5.05 0.23 0.96  0.4623
C 5.94 0.58 1.97  -0.2863
C 7.29 0.36 1.82  -0.6865
C 7.78 -0.21 0.66  -0.4073
C 6.91 -0.57 -0.34  -0.7794
C 5.55 -0.36 -0.19  -0.2368
N 1.55 1.68 0.24  0.5382
C 0.59 0.72 0.15  0.0806
C -0.75 0.98 0.33  0.6476
C -1.77 0.04 0.27  -0.5553
C -3.14 0.37 0.47  0.8159
C -4.13 -0.62 0.42  -0.4381
C -5.45 -0.31 0.62  -0.7489
C -5.85 1.01 0.85  1.1792
C -7.29 1.34 1.03  -1.3944
C -4.88 2.00 0.89  -1.0875
C -3.56 1.70 0.71  -0.5912
C 1.33 3.15 0.50  0.1485
C 0.73 3.37 1.89  -1.5595
C 0.50 3.78 -0.61  -1.5681
H 4.10 5.26 0.59  0.3762
H 2.55 5.74 -0.12  0.3189
H 2.69 5.47 1.63  0.3218
H 3.19 1.07 -0.94  0.3519
H 3.38 0.89 2.10  0.4064
H 3.04 -0.47 1.06  0.3736
H 5.56 1.04 2.87  0.3397
H 7.97 0.63 2.61  0.3851
H 8.84 -0.38 0.54  0.3972
H 7.28 -1.02 -1.25  0.3950
H 4.87 -0.63 -0.98  0.3695
H 0.89 -0.29 -0.06  0.5833
H -1.04 1.99 0.54  -0.7180
H -1.51 -0.98 0.07  0.1905
H -3.84 -1.64 0.21  0.4816
H -6.20 -1.08 0.59  0.4516
H -7.43 2.41 1.19  0.3827
H -7.86 1.05 0.15  0.3402
H -7.70 0.82 1.90  0.3356
H -5.18 3.02 1.06  0.3303
H -2.84 2.50 0.74  0.3394
H 1.40 2.98 2.65  0.3456
H 0.59 4.43 2.07  0.4796
H -0.23 2.87 2.02  0.4023
H 1.02 3.67 -1.56  0.3861
H -0.48 3.33 -0.72  0.3966
H 0.37 4.84 -0.42  0.4612
O -1.49 -2.53 -3.70  -0.5159
C -2.07 -3.82 -3.59  -0.7670
C -1.73 -4.45 -2.24  0.1687
C -2.23 -5.90 -2.06  -0.7116
C -2.58 -6.02 -0.57  -0.6880
C -2.98 -4.60 -0.16  -0.4745
N -2.34 -3.67 -1.12  -0.1874
H -1.70 -2.12 -4.57  0.3146
H -3.16 -3.72 -3.69  0.3050
H -1.70 -4.44 -4.41  0.3475
H -0.64 -4.43 -2.12  0.2596
H -3.12 -6.06 -2.68  0.3100
H -1.48 -6.64 -2.38  0.3740
H -3.38 -6.75 -0.38  0.3512
H -1.71 -6.35 0.00  0.2979
H -4.07 -4.47 -0.26  0.2922
H -2.72 -4.36 0.87  0.2803
H -1.63 -3.07 -0.68  0.0516

Record 2
Formula: C28H38N3O2PPtTe
Source: the OMol25 dataset
Level of theory: ωB97M-V with the def2-TZVPD basis set

HOMO (alpha / beta): -6.2 / -6.3 eV
Kohn-Sham gap (alpha / beta): 6.364 / 5.900 eV
Spin multiplicity: 3

Each line ends with the Mulliken charge.
Geometry (Å):
Pt -0.01 -0.15 0.99  2.0732
C -3.05 -1.13 0.14  -1.1767
C -2.57 -2.41 0.83  0.3017
C -2.54 -2.23 2.34  -1.3175
C -1.26 -2.90 0.18  -0.0404
C -0.81 -4.25 0.69  -0.6349
O 0.62 -4.21 0.63  -0.4234
C 0.96 -2.90 0.74  -0.9113
N -0.03 -2.08 0.32  0.1548
C 2.37 -2.67 0.22  -0.1210
C 2.97 -3.71 -0.48  -0.7405
C 4.26 -3.58 -0.97  -0.7801
C 4.97 -2.41 -0.77  -0.8447
C 4.37 -1.37 -0.08  -0.3821
C 3.08 -1.48 0.40  0.8218
P 2.34 -0.07 1.29  0.2159
C 3.77 0.61 2.25  0.4655
C 4.35 -0.22 3.21  -0.1785
C 5.45 0.19 3.94  -0.7343
C 5.99 1.45 3.73  -0.5080
C 5.42 2.29 2.78  -0.8124
C 4.32 1.87 2.04  -0.2695
C 2.31 1.24 -0.06  0.4539
C 1.78 2.49 0.26  -0.1535
C 1.65 3.49 -0.68  -1.2634
C 2.03 3.26 -2.00  -0.6593
C 2.56 2.02 -2.34  -0.5827
C 2.70 1.03 -1.38  -0.9359
H -3.96 -0.73 0.59  0.4736
H -3.22 -1.27 -0.92  0.3626
H -2.27 -0.36 0.20  -0.2272
H -3.30 -3.19 0.59  0.4144
H -1.81 -1.48 2.67  0.0431
H -2.31 -3.14 2.88  0.3573
H -3.53 -1.90 2.67  0.4614
H -1.49 -2.97 -0.90  0.4008
H -1.13 -5.09 0.07  0.3301
H -1.11 -4.43 1.73  0.2885
H 2.42 -4.63 -0.62  0.5190
H 4.71 -4.41 -1.50  0.4019
H 5.98 -2.31 -1.13  0.4424
H 4.93 -0.45 0.08  0.5222
H 3.92 -1.21 3.37  0.1850
H 5.88 -0.48 4.67  0.4183
H 6.85 1.78 4.30  0.3793
H 5.84 3.27 2.60  0.4262
H 3.92 2.54 1.29  0.3788
H 1.50 2.71 1.29  1.0010
H 1.26 4.46 -0.39  0.4444
H 1.93 4.04 -2.75  0.4069
H 2.86 1.83 -3.36  0.4169
H 3.10 0.07 -1.68  0.2889
Te 1.16 -2.41 3.23  0.1334
N -0.26 0.93 3.74  -0.6033
N -0.68 1.33 2.43  -0.6557
H -0.25 1.73 4.37  0.2858
H 0.67 0.51 3.68  0.1103
H -0.38 2.27 2.18  0.2538
H -1.69 1.32 2.41  0.3719
C -0.61 -0.16 -2.64  -0.5380
C -1.27 1.19 -2.66  -0.6472
O -1.40 1.68 -1.34  0.1091
C -2.10 2.91 -1.30  -0.4983
C -2.20 3.37 0.13  -0.9051
H -0.41 -0.48 -3.67  0.5088
H -1.25 -0.92 -2.17  -0.0949
H 0.33 -0.15 -2.09  -0.1620
H -2.27 1.13 -3.12  0.4201
H -0.68 1.91 -3.25  0.3719
H -3.10 2.78 -1.74  0.3775
H -1.57 3.65 -1.92  0.3139
H -2.74 2.64 0.73  0.1804
H -2.72 4.32 0.20  0.4699
H -1.20 3.50 0.55  0.0452

Record 3
Formula: C28H38N4P2Pd
Source: the OMol25 dataset
Level of theory: ωB97M-V with the def2-TZVPD basis set

HOMO (alpha / beta): -5.6 / -8.2 eV
Kohn-Sham gap (alpha / beta): 6.227 / 7.429 eV
Spin multiplicity: 3

Each line ends with the Mulliken charge.
Geometry (Å):
Pd -1.09 -3.62 3.51  -0.2673
C 3.35 -4.10 0.94  -0.5933
C 2.78 -2.96 1.34  -0.9641
C 2.07 -1.90 0.57  -0.6240
C 0.60 -2.06 0.02  0.3581
C 0.20 -3.36 -0.62  -0.7057
C 1.01 -4.29 -1.13  -0.6462
C 2.44 -4.02 -1.48  -0.7539
C 3.48 -4.59 -0.47  -0.6915
C -0.54 -5.47 2.74  -1.4873
H 3.93 -4.69 1.67  0.3972
H 2.88 -2.68 2.41  0.4679
H 2.68 -1.55 -0.28  0.5020
H 1.98 -1.08 1.31  0.3993
H -0.10 -1.83 0.85  0.3511
H 0.47 -1.24 -0.71  0.0217
H -0.89 -3.53 -0.60  0.7066
H 0.66 -5.32 -1.28  0.3558
H 2.60 -2.94 -1.60  0.3431
H 2.62 -4.55 -2.44  0.4182
H 3.44 -5.69 -0.47  0.3918
H 4.48 -4.33 -0.87  0.3417
H -0.07 -6.31 2.22  0.4063
H -0.91 -4.84 1.91  0.4059
H -1.25 -5.89 3.45  0.5098
P -2.26 1.18 -0.89  -0.0133
P 0.29 2.28 1.15  -0.1231
N -2.40 0.73 -2.59  0.3443
N -3.83 2.00 -0.91  0.3993
N 1.73 2.42 0.09  0.3874
N 0.89 3.48 2.27  0.2945
C -1.22 2.69 -1.20  -0.5438
C -0.77 3.38 0.09  -1.2120
C -2.09 -0.56 -3.06  -0.4574
C -2.12 -0.55 -4.44  -0.6474
C -2.47 0.78 -4.86  -0.6644
C -2.62 1.54 -3.71  -0.0771
C -4.87 1.62 -0.04  -0.4800
C -5.93 2.51 -0.21  -0.6177
C -5.55 3.45 -1.22  -0.7048
C -4.27 3.12 -1.62  -0.0374
C 2.42 1.26 -0.23  -0.0106
C 3.38 1.53 -1.20  -0.5963
C 3.26 2.92 -1.52  -1.0684
C 2.22 3.43 -0.74  -0.1871
C 1.69 4.61 2.06  -0.1707
C 1.60 5.45 3.16  -0.6177
C 0.70 4.82 4.10  -0.5560
C 0.28 3.63 3.54  -0.4343
H -1.76 3.42 -1.82  0.3347
H -0.36 2.34 -1.79  0.4552
H -0.24 4.30 -0.15  0.5048
H -1.64 3.64 0.73  0.5096
H -1.88 -1.34 -2.34  0.4707
H -1.90 -1.38 -5.09  0.4126
H -2.59 1.15 -5.87  0.4294
H -2.86 2.59 -3.63  0.1334
H -4.74 0.77 0.60  0.4152
H -6.87 2.49 0.34  0.4032
H -6.14 4.28 -1.60  0.4258
H -3.64 3.64 -2.33  0.2341
H 2.16 0.35 0.27  -0.0493
H 4.07 0.81 -1.63  0.4313
H 3.86 3.47 -2.24  0.4350
H 1.84 4.44 -0.71  0.5340
H 2.30 4.73 1.19  0.4214
H 2.10 6.40 3.27  0.4339
H 0.41 5.22 5.06  0.4120
H -0.37 2.86 3.90  0.3700
C 0.61 -4.84 3.51  -0.4611
H 0.94 -5.69 4.10  0.4228
H 0.43 -4.09 4.39  0.3751
H 1.40 -4.45 2.85  0.0972

It is found that the energy relative to the best compared isomer or geometry (same formula, charge and spin) values, taken in the order of the records, are 0.00; 49.81; 0.00 kcal/mol.